A cluster of 12 separate species, C56H145N9O22 in total in a non-equilibrium geometry. Source: the Open Molecules 2025 dataset; level of theory: ωB97M-V with the def2-TZVPD basis set.

Computed properties:
**Maximum force**: 3.5 eV Å⁻¹
**E_HOMO**: -7.858 eV
**LUMO energy**: 0.58 eV
**Kohn-Sham gap**: 8.44 eV

Geometry as XYZ:
```
232
C56H145N9O22, DFT ωB97M-V with the def2-TZVPD basis set
H 4.404 -15.064 -0.884
C 18.008 -15.313 -0.775
H 11.703 -10.522 9.611
C 19.565 -9.810 -3.626
H 8.512 -14.327 -2.777
H 20.286 -19.114 3.384
H 11.464 -15.711 -7.724
C 7.440 -13.339 -6.967
H 14.226 -20.765 0.005
H 20.237 -18.545 -1.278
H 16.452 -19.858 1.252
C 10.936 -13.545 2.560
C 16.552 -12.449 1.661
C 16.566 -17.794 4.470
H 13.084 -13.038 -4.184
N 18.441 -19.545 -1.581
H 10.054 -17.384 -0.481
C 16.563 -19.890 0.168
H 10.978 -9.763 7.491
H 10.117 -13.287 -9.403
H 17.851 -10.125 -4.931
C 9.713 -12.423 4.378
C 15.046 -16.403 -3.871
O 13.615 -12.493 4.768
H 7.937 -12.370 -6.912
C 16.736 -10.784 5.005
H 18.102 -7.959 -4.988
C 11.859 -11.194 8.767
H 13.917 -15.554 1.206
C 9.175 -17.687 0.089
H 11.248 -11.728 -3.195
H 13.124 -18.587 -4.045
H 18.407 -19.876 -6.212
C 19.890 -16.420 2.280
C 11.431 -12.734 -2.815
O 6.202 -14.272 -0.074
H 18.756 -11.630 5.175
H 14.700 -16.690 0.086
C 11.144 -13.617 -9.554
H 6.351 -13.328 -6.999
H 9.450 -19.884 0.329
H 11.961 -19.972 -4.285
H 11.931 -13.451 2.126
H 14.062 -16.611 -4.292
C 16.058 -18.570 5.675
N 9.259 -15.673 -4.176
H 4.381 -13.495 -0.235
H 9.474 -13.384 4.833
H 8.773 -19.022 1.694
H 10.129 -13.385 1.845
O 15.461 -19.253 -0.469
C 14.213 -11.473 8.934
H 19.677 -16.434 3.348
H 15.807 -15.895 -5.613
C 8.181 -14.845 -3.678
H 18.176 -17.681 3.222
H 18.315 -15.437 -1.813
C 15.574 -17.663 3.373
C 14.052 -15.817 0.156
C 19.451 -18.605 -2.031
C 9.906 -16.588 -3.190
C 20.841 -18.652 2.567
H 11.691 -11.910 0.405
C 21.477 -19.599 1.505
H 19.499 -20.837 -5.209
H 10.298 -14.574 -7.070
H 9.795 -10.966 8.180
C 12.359 -19.223 -3.600
C 4.828 -14.475 -0.071
C 12.712 -16.120 -0.507
H 10.403 -17.988 -4.829
O 10.940 -12.561 3.636
H 20.009 -8.752 6.253
H 13.452 -19.253 -0.591
H 10.605 -20.434 2.880
C 14.582 -11.369 0.819
C 22.581 -19.442 -0.604
H 16.270 -12.252 -1.272
H 17.072 -15.867 -0.694
H 8.620 -12.892 -4.578
H 8.808 -15.242 -0.583
C 19.978 -18.949 -3.384
H 14.287 -14.852 4.059
C 17.968 -19.169 -0.215
N 19.873 -17.816 1.848
O 11.831 -13.774 -8.293
H 16.320 -13.478 -2.456
H 15.209 -18.654 3.102
H 20.189 -9.215 -4.292
H 12.045 -14.251 -0.551
H 15.553 -18.335 8.326
H 12.814 -16.202 -1.589
H 17.603 -14.313 -0.615
H 16.203 -10.965 5.938
H 20.031 -18.004 0.869
O 11.730 -15.100 -0.231
C 18.281 -10.658 5.304
H 13.834 -18.151 8.127
C 18.064 -9.699 -3.950
H 22.213 -20.299 1.901
H 12.709 -15.412 -5.818
O 16.195 -14.337 4.951
H 19.147 -14.557 1.664
H 13.041 -13.932 5.946
O 18.811 -9.512 4.679
O 18.992 -15.957 0.104
H 16.190 -13.473 4.531
H 15.289 -10.806 0.210
H 20.707 -18.244 -3.784
H 18.114 -11.374 2.793
H 16.748 -16.768 4.790
H 16.617 -10.495 2.313
H 7.247 -15.346 -3.424
H 10.789 -13.103 -5.304
H 11.648 -16.770 -4.357
H 12.377 -17.060 -0.068
O 13.178 -10.896 8.163
H 20.665 -20.216 1.121
H 17.604 -19.417 -2.132
H 18.549 -18.397 4.472
O 15.171 -12.531 1.327
N 17.865 -8.267 -4.056
N 10.790 -11.734 6.517
C 14.225 -19.676 0.051
H 11.681 -12.840 -10.097
O 10.772 -18.911 1.458
C 19.236 -19.822 -5.506
C 12.234 -14.478 -6.116
H 15.762 -19.588 5.422
H 10.462 -13.187 -2.604
H 8.986 -12.156 3.611
H 15.078 -12.311 -2.664
O 14.680 -14.754 -0.530
H 16.936 -18.691 6.309
H 8.586 -14.634 1.055
C 12.188 -13.569 -3.860
H 14.685 -15.581 5.495
H 8.678 -11.405 5.996
C 15.898 -17.620 -3.577
C 16.113 -12.414 -2.339
C 18.907 -15.602 1.470
N 17.768 -18.375 3.832
H 20.158 -19.478 -5.976
H 16.889 -8.033 -3.950
H 7.740 -13.692 -7.953
H 14.579 -13.217 6.562
C 17.157 -10.326 -2.819
C 10.765 -10.810 7.707
C 11.344 -14.693 -7.354
H 22.754 -18.850 -1.503
O 12.092 -12.722 -1.537
O 7.959 -14.176 -5.947
C 10.883 -17.461 -4.004
H 15.370 -11.858 3.992
H 6.509 -16.354 -0.441
H 17.456 -10.046 -1.809
H 17.957 -15.875 1.930
H 16.456 -9.778 4.691
H 18.259 -10.483 6.380
H 12.228 -19.759 2.534
H 9.833 -16.232 1.325
H 17.047 -12.101 0.754
C 14.810 -14.625 4.988
H 11.604 -10.821 -0.990
H 11.676 -11.679 6.035
H 9.757 -10.409 5.044
N 8.931 -16.601 1.057
O 18.871 -19.110 -4.332
H 11.769 -12.237 9.070
H 14.124 -10.811 1.635
H 10.448 -16.096 -2.383
H 13.031 -13.778 -6.369
H 14.109 -19.336 1.080
C 7.879 -13.688 -4.641
C 14.020 -13.533 5.681
O 15.774 -15.539 -4.722
C 11.398 -11.833 -0.642
C 6.803 -15.549 0.233
H 12.722 -19.713 -2.696
H 15.322 -18.443 -3.151
H 14.120 -12.559 8.901
H 4.543 -14.936 0.874
C 9.660 -11.383 5.523
O 17.144 -11.746 -3.053
C 17.030 -11.431 2.688
C 9.460 -18.929 0.853
H 14.631 -19.654 7.579
H 20.802 -9.965 5.237
H 17.408 -18.497 -4.564
H 12.446 -14.476 -3.314
H 10.313 -11.945 -0.657
H 15.886 -17.213 2.430
O 11.335 -18.415 -3.071
C 14.724 -18.570 7.659
N 16.377 -11.775 4.003
H 23.568 -19.834 -0.355
O 16.562 -18.089 -4.763
H 8.292 -17.903 -0.511
H 6.949 -13.156 -4.442
H 14.686 -17.197 3.801
O 21.925 -18.736 0.463
H 15.200 -11.130 8.622
H 12.799 -12.713 4.314
H 13.703 -11.721 0.279
H 9.912 -15.107 -4.698
H 22.031 -20.298 -0.994
H 6.422 -15.889 1.196
C 8.325 -15.443 0.373
H 20.559 -19.871 -3.371
H 18.914 -17.661 -2.124
H 14.846 -15.853 -2.952
H 17.773 -18.097 -0.172
H 20.875 -16.036 2.016
H 17.004 -13.429 1.812
H 16.209 -9.798 -2.911
H 21.662 -18.022 2.910
H 14.789 -13.979 0.026
O 14.905 -18.010 6.351
H 16.666 -17.363 -2.848
H 9.188 -17.240 -2.693
C 11.266 -20.040 2.108
H 16.621 -20.911 -0.209
C 20.084 -9.145 5.239
H 10.757 -14.494 3.065
H 11.320 -20.891 1.429
H 19.752 -9.521 -2.591
H 18.686 -19.540 0.516
H 14.194 -11.255 10.001
H 19.935 -10.820 -3.800
H 20.533 -8.422 4.558
H 11.111 -14.616 -9.991
N 11.416 -13.857 -5.060
```

Here are the Löwdin charges for atoms 1 to 99, given in e: 0.08, -0.06, 0.11, -0.08, 0.09, 0.10, 0.12, -0.10, 0.09, 0.10, 0.10, -0.06, -0.21, -0.43, 0.12, -0.03, 0.10, -0.16, 0.11, 0.07, 0.13, -0.20, -0.24, -0.10, 0.09, -0.17, 0.07, -0.17, 0.12, -0.19, 0.13, 0.07, 0.10, -0.20, -0.18, -0.17, 0.13, 0.10, -0.07, 0.09, 0.12, 0.09, 0.08, 0.08, -0.18, -0.04, 0.09, 0.12, 0.12, 0.07, -0.22, -0.14, 0.12, 0.08, -0.20, 0.01, 0.09, -0.07, -0.21, -0.20, -0.16, -0.17, 0.07, -0.19, 0.09, 0.11, 0.11, -0.09, -0.15, -0.19, 0.13, -0.24, 0.09, 0.08, 0.08, -0.09, -0.10, 0.06, 0.06, 0.10, 0.09, -0.16, 0.11, -0.14, -0.10, -0.21, 0.08, 0.07, 0.07, 0.03, 0.08, 0.10, 0.06, 0.11, 0.06, -0.08, -0.23, 0.08, -0.41